Molecular formula: C9H9BrN3
Method: DFT, the ωB97M-V functional and the def2-TZVPD basis

Output
HOMO energy = -0.466 hartree
2S+1 = 1
Charge = +1
Energy = -3086.28157 a.u.
Kohn-Sham gap = 7.6958 eV
Relative energy (zero: lowest compared OMol25 entry of this formula, charge and spin) = 0.00 kJ/mol
Lowest unoccupied orbital energy = -4.977 eV

Atoms and positions in Å:
Br: 1.62 -1.93 4.24
N: -1.01 -0.59 0.75
N: 1.30 0.06 0.51
N: -1.35 -0.48 2.12
C: -0.49 -0.52 3.05
C: -2.10 -1.30 0.02
C: 2.09 1.43 -1.23
C: 2.28 0.87 -0.04
C: 1.63 -0.68 1.65
C: 0.92 -0.86 2.77
C: 0.79 1.27 -1.85
C: -0.01 0.03 0.10
C: -0.25 0.64 -1.18
H: -1.65 -2.14 -0.50
H: 2.70 -0.98 1.64
H: -1.18 0.62 -1.71
H: 2.84 2.15 -1.80
H: 0.57 1.81 -2.72
H: -2.89 -0.58 -0.48
H: -0.85 -0.67 4.08
H: 3.24 0.69 0.48
H: -2.67 -1.76 0.77